No. 1
Computed, not measured: a 2-piece molecular cluster, C4H12S2 overall, with ωB97M-V/def2-TZVPD.

* strongest force on any atom: 2.21 eV/Å
* LUMO level: 0.03295 Ha
* relative energy (zero: lowest compared OMol25 entry of this formula, charge and spin): 27.2 kcal/mol

```
! RIJCOSX wB97M-V def2-TZVPD def2/J DEFGRID3
* xyz 0 1
C -2.1933 2.5188 -1.7828
H -1.4736 2.7138 1.8750
C -1.6646 3.1170 0.8825
H -1.5885 1.7682 -2.3022
C 2.3107 -2.4432 0.3445
H 1.8118 -3.6794 1.9639
H 3.0488 -4.4659 0.9138
H 2.9261 -1.7853 0.9453
C 2.1446 -3.8528 0.9401
S 0.7657 -1.4218 0.5175
H 0.6649 -0.7999 -0.6565
H -0.8469 3.3125 0.1929
H 1.4176 -4.3923 0.3544
H 2.6388 -2.6252 -0.6879
H -2.3422 3.9469 1.0352
H -1.7599 3.4837 -2.0438
H -3.1479 2.5933 -2.3481
S -2.7121 2.0117 -0.1437
*
```


No. 2
Computed, not measured: C4H8OS as an isolated structure, with ωB97M-V/def2-TZVPD.

* strongest force on any atom: 1.37 eV/Å
* LUMO level: 0.03046 Ha
* relative energy (zero: lowest compared OMol25 entry of this formula, charge and spin): 29.2 kcal/mol

```
! RIJCOSX wB97M-V def2-TZVPD def2/J DEFGRID3
* xyz 0 1
C -1.2781 1.8772 0.0504
H 1.8661 -1.3349 -1.5406
H -1.6900 1.8693 -0.9350
H -0.4347 2.5916 0.0924
H 1.7556 0.2193 1.6114
S 0.4947 -1.2989 -1.4541
H -1.6477 -0.2059 0.2196
O -0.3831 0.3464 1.7255
H -1.9843 2.2476 0.7953
C -0.8531 0.4792 0.3727
C 0.8495 -0.2454 1.2204
H 0.9982 0.9529 -0.6176
C 0.5161 0.0543 -0.2474
H 0.8800 -1.3210 1.4590
*
```


No. 3
Computed, not measured: C4H7NO2 in the gas phase, with ωB97M-V/def2-TZVPD.

* strongest force on any atom: 5.49 eV/Å
* LUMO level (alpha / beta): -0.03573 / -0.03582 Ha
* relative energy (zero: lowest compared OMol25 entry of this formula, charge and spin): 98.1 kcal/mol

```
! RIJCOSX wB97M-V def2-TZVPD def2/J DEFGRID3
* xyz 0 1
C -1.0905 0.3248 -0.0671
H 2.0313 0.4073 -0.9512
H 0.7030 0.2519 -2.1027
N -1.5070 1.0266 -1.1224
H 1.6981 -0.3955 1.4779
H -2.6679 0.8364 0.8533
H 0.8622 -1.8944 1.0254
H 0.0805 -0.7144 2.0907
C 0.1819 -0.1382 -0.0104
C 0.7252 -0.8250 1.2145
O -1.9172 0.2459 1.0380
O -1.6446 2.2345 -0.8528
H 1.4176 -1.1961 -1.4081
C 1.1273 -0.1637 -1.1851
*
```


No. 4
Computed, not measured: C16H23F8INO2 in the gas phase, with ωB97M-V/def2-TZVPD.

* strongest force on any atom: 0.50 eV/Å
* LUMO level (alpha / beta): 0.01429 / 0.01418 Ha
* <S²>: 0.754

```
! RIJCOSX wB97M-V def2-TZVPD def2/J DEFGRID3
* xyz 0 2
H 5.5543 0.1492 1.2124
C -5.2518 -1.8989 0.9431
F -5.2330 2.0143 1.7199
H -0.5738 0.6373 1.2059
H -6.2564 -1.7239 1.3333
C -4.9590 -0.9700 -0.2662
H 4.6889 1.4713 2.0432
H 0.8235 -0.7005 -0.0368
H 3.1725 2.3273 -0.2496
C 2.5556 1.5333 0.1735
C -0.9357 0.9870 0.2243
H 0.3264 2.6989 0.2070
H -1.1866 0.1060 -0.3748
H 1.9685 -2.5114 0.4918
C 2.3569 -2.5842 -0.5237
H -2.9374 0.1633 1.2812
C 1.4411 1.1594 -0.8421
H -0.3738 2.3052 -1.3418
C 2.5712 -1.2028 -1.1790
O 4.6806 -0.1280 -1.3211
I 1.9964 1.9822 -2.7843
C 1.2902 -0.3577 -0.9655
H -3.0416 1.6453 2.2239
O -2.0873 1.8022 0.3916
H 3.6515 -2.2427 -2.7399
C -4.4780 1.5940 0.6635
H 3.0851 0.0924 2.7286
H 1.9737 -1.8168 -3.1435
F -6.6002 0.4466 0.5161
H 5.2316 1.6661 0.3640
F -5.1414 -3.1836 0.5391
H 0.5882 -0.6059 -1.7692
H 3.2397 -0.5808 -3.1754
F -3.6553 -1.0389 -0.6345
F -5.7092 -1.4592 -1.2749
H 1.7797 -0.5072 1.7157
H 2.0893 1.9464 1.0767
F -4.3463 -1.6952 1.9392
F -5.5887 0.9858 -1.3433
H 3.2971 -3.1401 -0.5124
C -3.0801 1.2294 1.2081
H 3.2918 -1.4221 1.8306
C 4.8281 0.9580 1.0889
C 3.4845 0.3872 0.6235
H 1.6219 -3.1463 -1.1104
C 2.8670 -0.4180 1.7869
C 0.1024 1.8631 -0.4635
F -4.3598 2.6326 -0.1823
N 3.7400 -0.5063 -0.5438
C -5.3917 0.5228 -0.1000
C 2.8895 -1.4661 -2.6542
*
```


No. 5
Computed, not measured: C34H55IN4OS2 as an isolated structure, with ωB97M-V/def2-TZVPD.

* strongest force on any atom: 2.13 eV/Å
* LUMO level: -0.03094 Ha

```
! RIJCOSX wB97M-V def2-TZVPD def2/J DEFGRID3
* xyz 0 1
H -6.7317 7.6914 0.5474
H -6.1851 -3.1678 -0.3152
H 0.8379 0.7122 -1.1650
H 7.0442 0.2129 -2.4810
H -6.1062 -2.5401 -1.9603
I -2.0881 3.0843 0.1360
H -4.3148 -4.5392 -3.4662
H -6.7725 4.6402 0.8140
C 0.7082 -1.3346 -0.3010
H 9.5395 -7.6578 1.4113
C 2.6605 0.4057 -0.0485
H 10.2841 -2.1437 -0.5576
H 7.0117 0.1735 0.5861
H -4.8885 6.4312 -0.8159
C 5.1937 1.0203 -0.2593
C 8.8765 -5.6094 0.8171
H 8.2793 -3.1298 0.2543
H 7.9117 -1.7375 -2.3647
C -1.4733 0.0013 -0.6061
H 2.8186 -0.1682 0.8755
C -7.2347 6.7328 0.6905
H 7.4851 1.6825 -1.5375
S 3.1387 -2.7558 -0.0584
H -3.9238 -4.4637 -0.9263
H -2.9232 -3.3813 -3.1592
H 5.4602 1.9385 -0.8149
H 7.7342 -3.6645 -1.3955
C -1.4767 -2.3288 0.3685
C -4.2927 -3.5658 -1.4468
H -1.0024 0.4270 -1.5093
H 4.1628 -0.5808 -1.3616
C 9.6441 -2.5377 -1.3652
H 7.8481 -5.2832 1.0615
C 6.4585 0.0908 -0.3668
H 8.9037 -5.5943 -1.3389
C -1.4487 1.0464 0.5641
C 8.8427 -7.1805 0.7005
C -5.4522 5.5100 -0.6582
H 10.3676 -4.7636 -0.6065
H 1.8819 -0.5159 -1.8856
C 9.2780 -4.9396 -0.5328
C 1.3524 -2.4918 0.1082
H 9.5816 -5.3520 1.6280
H -7.9978 6.6260 -0.0839
C -11.9865 7.4816 4.0038
O -1.1153 0.7200 1.6545
H -12.1201 6.9486 4.9480
C 0.6290 -3.5983 0.7031
C -0.7721 -1.2741 -0.1560
H -4.7445 4.6803 -0.6298
C -3.6961 -2.2214 -0.9184
C 8.9327 -1.3715 -2.1457
N -1.3529 -4.6155 1.4057
H -12.0727 5.7478 2.7419
H 6.1884 -0.9680 -0.5383
C -10.0259 5.9905 3.3544
C -0.8157 -3.5232 0.8408
H 4.9497 1.2187 0.7975
H 9.1101 -7.5206 -0.3139
H -2.5384 -0.1290 -0.8553
H -3.2952 -1.5112 1.1904
C -3.9959 -3.6002 -2.9900
H -4.4474 -1.4124 -0.9024
C -11.3824 6.5701 2.9412
H -5.5339 5.6922 1.4832
H 9.4641 -1.1288 -3.0808
C 8.6061 -3.5227 -0.7279
C 1.4700 -0.1532 -0.9218
H -10.1229 5.4020 4.2684
H 7.8341 -7.5387 0.9728
S -0.0787 -5.5821 1.7346
H -6.3767 -4.2931 -1.7689
H 2.4713 1.4618 0.2158
C -5.8556 -3.4232 -1.3377
H -11.3576 8.3542 4.1884
H -11.2746 7.1312 2.0102
C -9.0542 7.0757 3.5863
C -3.0212 -2.3253 0.4962
N -8.2990 7.9279 3.7700
C 8.8244 -0.0813 -1.2628
N -7.0984 5.1540 -2.6765
C 7.4146 0.5824 -1.5049
H -7.7480 6.7622 1.6523
H -12.9618 7.8470 3.6805
H 3.7063 -2.0940 0.9919
H 8.8759 -0.4013 -0.2049
H 9.6579 0.6097 -1.4733
C -6.3736 5.3101 -1.7931
H -4.5296 -2.7268 -3.4162
H 3.6882 1.0554 -1.8379
C 3.9276 0.4177 -0.9618
H -9.6411 5.3361 2.5701
N 1.1871 -4.7323 1.1568
H -2.8981 -1.9339 -1.6290
H -3.3270 -3.2707 0.9808
C -6.2374 5.5800 0.6553
H 10.2202 -3.1045 -2.1224
*
```